A 11-piece molecular cluster, H22O11 overall at a distorted geometry, computed with the ωB97M-V functional and the def2-TZVPD basis.

XYZ file:
```
33
Properties=species:S:1:pos:R:3:mulliken_charge:R:1
O 7.14082 7.59226 10.77446 -0.65
H 6.66384 7.65800 11.60175 0.32
H 7.12508 6.65910 10.56186 0.31
O 3.75376 7.89372 10.26224 -0.69
H 4.38870 8.19859 9.61405 0.42
H 3.69870 6.94900 10.11834 0.43
O 3.32798 5.13976 9.77249 -0.72
H 3.47254 5.02358 8.83343 0.36
H 4.08558 4.72494 10.18506 0.33
O 4.55654 8.26158 6.73355 -0.59
H 3.72332 8.73000 6.68305 0.25
H 5.11890 8.82840 7.26146 0.21
O 3.58534 4.54050 6.97464 -0.65
H 3.00194 5.12176 6.48678 0.31
H 4.12868 4.12739 6.30355 0.28
O 7.48450 8.20710 6.19781 -0.65
H 7.56394 8.30510 5.24896 0.29
H 6.55194 8.04986 6.34560 0.40
O 8.11718 5.03034 9.82247 -0.63
H 9.00583 4.79318 9.55737 0.28
H 7.56372 4.73178 9.10083 0.34
O 5.74066 9.22578 8.95957 -0.68
H 5.55152 9.84404 9.66540 0.26
H 6.40216 8.63870 9.32562 0.37
O 4.38640 7.00734 4.31142 -0.64
H 4.65782 7.45798 5.11110 0.38
H 3.81246 7.63148 3.86725 0.29
O 7.11142 3.74974 7.42284 -0.62
H 6.87002 3.59902 6.50891 0.25
H 7.93890 3.28134 7.53287 0.25
O 5.60288 6.09152 8.52645 -0.28
H 6.04274 5.35550 8.10097 0.24
H 5.04634 6.46580 7.84351 0.22
```

Computed properties:
Orbital gap, eV: 9.695
Structure (SMILES): O.O.O.O.O.O.O.O.O.O.O
ΔE to the lowest compared entry with this formula, charge and spin, eV: 1.152
Largest force on an atom, eV/A: 1.2
E_LUMO, eV: -0.20
E_HOMO, eV: -9.894


A 11-piece molecular cluster, H22O11 overall at a distorted geometry, computed with the ωB97M-V functional and the def2-TZVPD basis.

XYZ file:
```
33
Properties=species:S:1:pos:R:3:mulliken_charge:R:1
H 0.15280 0.46176 0.73173 0.23
H -1.05040 0.56568 -0.19106 0.27
H 0.41478 -1.84812 2.94767 0.19
H 0.97742 -0.43622 2.95120 0.29
H 1.10805 -0.04256 -1.67344 0.34
H -0.39227 0.14312 -1.83031 0.18
H 0.55166 -3.30201 1.33469 0.32
H 0.84208 -3.55256 2.80538 0.35
H 1.45458 3.73607 -1.05106 0.31
H 1.40143 4.07169 0.43035 0.32
H -1.90868 -3.47824 -1.57116 0.36
H -0.84116 -3.30924 -2.63976 0.32
H -3.78270 -0.04119 0.09667 0.35
H -4.83800 0.75833 -0.64977 0.30
H -0.52216 5.07297 -0.67579 0.34
H -1.58942 4.05150 -0.31860 0.31
H 3.22522 -2.12887 1.60031 0.33
H 4.42254 -1.29554 2.02697 0.32
H 3.30937 1.50482 -1.02262 0.27
H 2.49581 0.89194 0.10545 0.29
H -3.04261 -0.85472 -1.74429 0.35
H -1.88244 -1.81911 -1.55989 0.24
O -0.80339 0.34195 0.71333 -0.46
O 0.32117 -0.99385 3.38408 -0.55
O 0.45265 0.51030 -2.11366 -0.59
O 1.06991 -3.86365 1.92203 -0.63
O 1.78817 4.36578 -0.40208 -0.64
O -1.77588 -3.51456 -2.52512 -0.65
O -3.98648 0.85034 -0.20769 -0.63
O -1.36362 4.98272 -0.21451 -0.64
O 3.91103 -1.54903 1.25038 -0.63
O 2.46040 1.08766 -0.83765 -0.54
O -2.57988 -1.36714 -1.07175 -0.60
```

Computed properties:
Orbital gap, eV: 10.685
Structure (SMILES): O.O.O.O.O.O.O.O.O.O.O
ΔE to the lowest compared entry with this formula, charge and spin, eV: 2.946
Largest force on an atom, eV/A: 1.1
E_LUMO, eV: -0.50
E_HOMO, eV: -11.180


A 11-piece molecular cluster, H22O11 overall at a distorted geometry, computed with the ωB97M-V functional and the def2-TZVPD basis.

XYZ file:
```
33
Properties=species:S:1:pos:R:3:mulliken_charge:R:1
O -3.99933 -5.58796 3.57760 -0.66
H -3.69839 -5.73023 4.44175 0.39
H -4.30213 -6.37951 3.20373 0.32
O -5.16678 -3.31924 5.76077 -0.60
H -5.73924 -4.06742 5.72176 0.27
H -4.74153 -3.29845 6.61503 0.32
O -3.59876 -5.80715 6.33480 -0.69
H -3.68672 -6.72760 6.57974 0.30
H -2.68128 -5.54395 6.38813 0.28
O -8.45786 -8.10079 3.87725 -0.58
H -9.05229 -7.92856 4.59754 0.29
H -7.95360 -8.82876 4.29215 0.30
O -8.03829 -4.46058 3.29737 -0.64
H -7.71098 -5.26644 3.71396 0.33
H -7.36658 -3.84897 3.27531 0.29
O -7.65506 -7.62856 7.30697 -0.54
H -8.58849 -7.75033 7.12794 0.24
H -7.49164 -7.52829 8.23936 0.27
O -4.42798 -7.98901 7.61195 -0.61
H -3.94208 -8.72716 7.28610 0.27
H -5.34175 -8.30772 7.74841 0.29
O -4.87550 -8.63471 4.69651 -0.55
H -4.49710 -9.46030 4.37802 0.26
H -5.73037 -8.61629 4.22855 0.25
O -6.45162 -5.99919 5.06814 0.02
H -5.56767 -5.77570 4.84340 0.09
H -6.37260 -6.76675 5.59650 0.01
O -5.83274 -5.40166 7.97145 -0.56
H -5.05958 -5.44153 7.38331 0.22
H -5.50177 -4.63997 8.42443 0.37
O -8.08295 -4.51618 6.71525 -0.65
H -8.00359 -4.97617 5.97183 0.29
H -7.26030 -4.66259 7.13062 0.42
```

Computed properties:
Orbital gap, eV: 9.599
Structure (SMILES): O.O.O.O.O.O.O.O.O.O.O
ΔE to the lowest compared entry with this formula, charge and spin, eV: 2.383
Largest force on an atom, eV/A: 5.8
E_LUMO, eV: -0.39
E_HOMO, eV: -9.992


A 11-piece molecular cluster, H22O11 overall at a distorted geometry, computed with the ωB97M-V functional and the def2-TZVPD basis.

XYZ file:
```
33
Properties=species:S:1:pos:R:3:mulliken_charge:R:1
O -1.62354 -0.84913 -1.24258 -0.68
H -1.32164 -1.32608 -0.46063 0.33
H -0.85366 -0.81515 -1.89675 0.35
O -3.91586 -0.13076 1.43560 -0.65
H -4.63573 -0.76164 1.45187 0.29
H -4.01901 0.34766 0.60511 0.32
O -1.45483 -2.42827 1.27228 -0.66
H -1.37996 -1.83777 2.04335 0.31
H -2.41297 -2.46531 1.04514 0.30
O -1.48386 1.48591 1.77310 -0.63
H -2.18315 0.85727 1.90151 0.35
H -1.90240 1.99547 1.10779 0.27
O 1.29153 -0.17972 -2.16158 -0.76
H 1.71839 -0.53406 -2.93593 0.33
H 1.40663 -0.89924 -1.48778 0.32
O -2.76755 1.58407 -0.99821 -0.69
H -2.30564 0.69840 -1.11003 0.45
H -3.10421 1.83907 -1.87062 0.29
O 3.59392 1.43610 -0.10232 -0.62
H 2.85547 1.08207 -0.66921 0.37
H 3.16345 2.29229 0.07782 0.30
O 0.74837 0.22612 1.74948 -0.71
H 1.50208 0.74296 2.02448 0.29
H -0.02883 0.89349 1.67258 0.43
O 4.27943 -1.70295 -0.37969 -0.64
H 3.98239 -1.41216 -1.23256 0.30
H 4.75951 -0.99147 -0.03920 0.31
O 1.45212 -1.65717 -0.01461 -0.66
H 1.23824 -1.09691 0.73862 0.39
H 2.34304 -2.07413 0.08130 0.31
O 0.65651 2.13061 -0.68030 -0.55
H -0.24124 2.31177 -0.64277 0.25
H 0.64299 1.23867 -1.05526 0.39
```

Computed properties:
Orbital gap, eV: 10.809
Structure (SMILES): O.O.O.O.O.O.O.O.O.O.O
ΔE to the lowest compared entry with this formula, charge and spin, eV: 0.551
Largest force on an atom, eV/A: 3.0
E_LUMO, eV: 0.16
E_HOMO, eV: -10.653